Record 1
ORCA calculation (the ωB97M-V functional and the def2-TZVPD basis) on a 7-piece molecular cluster, C28H60N3O8 overall in a non-equilibrium geometry.

The value obtained for the molecular weight is 566.801 g mol⁻¹. For the max |F|, the calculation gives 1.71 eV/A. As for the total charge: +1.

Geometry (Å):
C 2.3932 0.1934 1.7157
C 1.6088 -0.6023 0.6612
O 1.3606 -1.9229 1.0692
C 0.3220 0.1978 0.3176
O -0.7553 -0.7035 0.0396
N -1.9953 -0.0439 0.0173
C -2.4714 0.0574 1.2764
N -2.6580 -1.0863 1.9581
N -2.6999 1.2814 1.7874
H 2.2055 1.2543 1.5661
H 3.4459 -0.0452 1.6302
H 2.0389 -0.1526 2.6861
H 2.1761 -0.6802 -0.2619
H 0.5810 -1.9735 1.6374
H 0.5286 0.7731 -0.5891
H 0.1103 0.9119 1.1208
H -1.9048 0.8787 -0.3996
H -2.3524 -0.9935 2.9248
H -3.6254 -1.4037 1.9077
H -3.2542 1.9503 1.2690
H -2.3039 1.5631 2.6743
C 6.2475 3.3901 -1.0704
C 5.6099 2.1998 -1.7737
C 5.1154 1.3696 -0.5980
O 4.7965 2.2906 0.4513
C 5.3145 3.5877 0.1118
H 6.3330 4.2761 -1.6986
H 7.2471 3.1221 -0.7179
H 4.7637 2.5364 -2.3791
H 6.2940 1.6519 -2.4208
H 5.8957 0.6937 -0.2324
H 4.2301 0.7767 -0.8429
H 4.4693 4.2321 -0.1536
H 5.8170 4.0149 0.9797
C -5.0775 -2.8288 4.7994
C -4.8940 -4.0579 3.9211
C -3.4467 -4.4279 4.2037
O -3.1725 -4.0195 5.5477
C -4.2395 -3.1859 6.0183
H -6.1153 -2.6159 5.0444
H -4.6585 -1.9464 4.3011
H -5.5541 -4.8538 4.2540
H -5.0889 -3.8774 2.8670
H -2.7573 -3.8870 3.5399
H -3.2598 -5.4962 4.0992
H -4.8234 -3.7586 6.7455
H -3.8247 -2.3110 6.5209
C -8.2809 -6.6822 0.9292
C -8.7674 -6.6863 2.3723
C -7.4605 -6.5714 3.1416
O -6.5604 -5.8205 2.3140
C -7.1152 -5.7081 0.9975
H -9.0413 -6.3836 0.2094
H -7.9228 -7.6766 0.6540
H -9.3907 -5.8080 2.5574
H -9.3404 -7.5718 2.6410
H -7.0167 -7.5555 3.3213
H -7.5798 -6.0647 4.1011
H -7.4541 -4.6744 0.8577
H -6.3420 -5.9228 0.2588
C 8.1302 6.5391 -5.0280
C 7.4933 5.3473 -5.7335
C 6.9930 4.5240 -4.5591
O 6.6724 5.4507 -3.5125
C 7.1921 6.7438 -3.8485
H 8.2204 7.4246 -5.6550
H 9.1275 6.2701 -4.6718
H 6.6500 5.6830 -6.3421
H 8.1762 4.7974 -6.3759
H 7.7712 3.8491 -4.1867
H 6.1088 3.9327 -4.8044
H 6.3499 7.3897 -4.1181
H 7.6920 7.1717 -2.9787
C 8.0422 0.2602 -8.1024
C 7.9532 0.2154 -6.5833
C 8.4873 1.5870 -6.1996
O 8.1421 2.4769 -7.2687
C 7.6874 1.7105 -8.3915
H 7.3813 -0.4455 -8.6032
H 9.0663 0.0536 -8.4213
H 6.9089 0.1195 -6.2747
H 8.5168 -0.6002 -6.1327
H 9.5782 1.5769 -6.1040
H 8.0615 1.9574 -5.2670
H 6.6038 1.8447 -8.4786
H 8.1571 2.0864 -9.3005
C -8.5477 1.3518 3.5466
C -9.1814 0.7233 4.7806
C -8.2412 -0.4396 5.0557
O -6.9409 -0.0308 4.6050
C -7.0651 1.1658 3.8321
H -8.8225 2.3941 3.3929
H -8.8322 0.7890 2.6543
H -9.1567 1.4304 5.6125
H -10.2126 0.4085 4.6332
H -8.5334 -1.3306 4.4895
H -8.1920 -0.7016 6.1126
H -6.6682 1.9972 4.4254
H -6.4685 1.0730 2.9199



Record 2
ORCA calculation (the ωB97M-V functional and the def2-TZVPD basis) on a 10-piece molecular cluster, C28H60O28S8 overall in a non-equilibrium geometry.

The SMILES is O=S1(=O)CCCC1.O=S1(=O)CCCC1.O=S1(=O)CCCC1.O=S1(=O)CCCC1.O=S1(=O)OCCO1.O=S1(=O)OCCO1.O=S1(=O)OCCO1.O=S1(=O)OCCO1.OCCO.OCCO. The value obtained for the molecular weight is 1101.296 g mol⁻¹. For the max |F|, the calculation gives 2.23 eV/A.

Geometry (Å):
O -0.6072 0.5645 2.4206
S -0.4551 -0.2925 1.2667
O -1.5699 -1.1124 0.8286
C 0.3317 0.6677 -0.0886
C 1.3676 -0.2803 -0.7391
C 1.5079 -1.5667 0.0879
C 0.9862 -1.4018 1.5216
H 0.7199 1.5770 0.3752
H -0.4440 1.0752 -0.7374
H 0.9375 -0.4701 -1.7237
H 2.3418 0.1142 -1.0147
H 2.5576 -1.8632 0.1500
H 1.0457 -2.4509 -0.3572
H 1.7254 -0.8322 2.0874
H 0.7049 -2.2945 2.0710
O 4.5376 1.3145 -5.0624
S 3.0895 1.4359 -5.1135
O 2.4480 2.7452 -5.0244
C 2.3434 0.4561 -6.4996
C 1.4807 -0.5630 -5.7803
C 1.9631 -0.8325 -4.3400
C 2.4725 0.4715 -3.7293
H 3.1601 0.0152 -7.0686
H 1.8681 1.2157 -7.1143
H 0.4428 -0.2144 -5.7368
H 1.3633 -1.4838 -6.3548
H 2.7874 -1.5443 -4.4400
H 1.1404 -1.2881 -3.7907
H 3.1700 0.5033 -2.8999
H 1.6298 1.1002 -3.4215
O 2.4608 -7.0541 -4.7255
S 1.1159 -6.7148 -4.3104
O -0.0023 -7.3324 -5.0013
C 1.0192 -6.9696 -2.5283
C 1.4145 -5.6248 -1.9741
C 0.6491 -4.5847 -2.8031
C 0.9034 -4.9142 -4.3046
H 1.6275 -7.8332 -2.2770
H -0.0278 -7.1409 -2.2748
H 1.0804 -5.5229 -0.9387
H 2.4869 -5.4224 -1.9735
H 1.0315 -3.5947 -2.5646
H -0.4072 -4.7236 -2.5711
H 1.8558 -4.4637 -4.5808
H 0.1106 -4.6106 -4.9800
O -3.0542 3.7482 2.4126
S -3.2818 2.6719 1.4715
O -2.2739 2.3783 0.4927
C -3.8459 1.1887 2.3476
C -5.3030 1.5389 2.6364
C -5.9470 2.2453 1.4297
C -4.8775 2.8657 0.5532
H -3.2105 1.1721 3.2321
H -3.6650 0.3052 1.7378
H -5.8288 0.6223 2.9129
H -5.3447 2.1277 3.5546
H -6.6239 3.0438 1.7361
H -6.5627 1.5096 0.9145
H -4.9045 3.9249 0.3004
H -4.7742 2.3406 -0.3962
O 5.3314 1.9889 -2.1650
S 5.5308 2.4420 -0.8183
O 6.3313 3.6162 -0.6374
O 4.1234 2.5243 -0.0514
C 3.9598 1.5630 1.0149
C 5.0661 0.5517 0.7860
O 6.1143 1.2580 0.1427
H 4.1441 2.0381 1.9729
H 2.9740 1.1461 0.8640
H 4.7412 -0.2942 0.1734
H 5.4652 0.1703 1.7233
O 0.3058 -3.4324 5.9368
S -0.8546 -3.3410 5.1081
O -1.1365 -4.3660 4.1352
O -2.1914 -3.0819 5.9499
C -2.5306 -1.6944 6.0056
C -1.9268 -1.1240 4.7213
O -0.7901 -1.9013 4.3374
H -3.6161 -1.6421 6.0231
H -2.1238 -1.2375 6.9098
H -1.6364 -0.0780 4.7713
H -2.6772 -1.2315 3.9322
O -0.0139 3.0684 -2.1940
S -0.9786 3.1267 -3.2634
O -1.0303 4.2734 -4.0976
O -0.8210 1.7531 -4.1324
C -1.9327 0.8945 -4.0140
C -2.7905 1.3988 -2.8354
O -2.4576 2.7969 -2.7146
H -2.5116 0.7912 -4.9366
H -1.6994 -0.1640 -3.8598
H -2.5979 0.8824 -1.8980
H -3.8296 1.5350 -3.1279
O 2.3012 6.6337 2.7194
S 2.5081 5.2146 2.7135
O 3.8153 4.6719 2.5476
O 1.7873 4.6368 4.0541
C 0.3735 4.6173 3.8401
C 0.2543 4.0868 2.3932
O 1.4150 4.5025 1.7167
H -0.0707 3.9844 4.6009
H 0.0600 5.6604 3.9383
H -0.6386 4.3312 1.8285
H 0.2440 3.0125 2.5970
O 0.8085 0.7785 6.0041
C 2.0314 1.4974 5.7987
C 2.7035 1.0839 4.5230
O 2.0611 1.4763 3.3232
H 0.0171 1.3122 5.9770
H 1.7211 2.5464 5.7166
H 2.6341 1.4341 6.7034
H 2.8779 -0.0005 4.4666
H 3.7215 1.4863 4.4869
H 1.1040 1.3794 3.4381
O -1.9373 -1.8000 -1.7039
C -3.1256 -2.4969 -1.4160
C -4.2831 -1.6118 -1.9068
O -4.7082 -0.6670 -0.9153
H -1.5160 -1.4424 -0.9027
H -3.2155 -3.4351 -1.9703
H -3.2765 -2.6746 -0.3499
H -5.1323 -2.2565 -2.1618
H -4.0010 -1.0336 -2.7832
H -5.3423 -1.1012 -0.3393



Record 3
ORCA calculation (the ωB97M-V functional and the def2-TZVPD basis) on C28H61AlBrFO9P as an isolated structure in a non-equilibrium geometry.

The value obtained for the molecular weight is 698.645 g mol⁻¹. For the max |F|, the calculation gives 7.16 eV/A. As for the total charge: -1.

Geometry (Å):
C -0.1690 -1.5375 3.1109
C 0.4964 -2.1240 2.1227
C 1.2479 -2.7450 0.8272
C 0.7346 -1.8412 -0.4396
C -0.8178 -2.0666 -0.7679
C -1.3808 -1.1770 -2.0116
C -0.7419 -1.8246 -3.3405
C -1.7528 -2.6994 -4.2309
C -1.7052 -4.2988 -3.8873
Br -3.3659 -4.9575 -2.9911
O -2.8252 -1.4596 -1.8705
Al -3.5323 -0.1286 -0.7134
C -4.7663 1.2740 -1.6013
C -4.8225 2.6714 -0.8067
F -5.5346 2.5900 0.4682
C -4.1887 -1.0023 1.0175
C -4.5008 0.0544 2.1722
O -5.6383 -0.0446 2.7543
O -3.6223 1.0907 2.6109
O -1.8577 0.7469 -0.5108
C -1.3255 0.4611 -1.8422
P 0.1206 1.4336 -2.5334
C -0.2750 3.2156 -3.0003
C -1.8199 3.6423 -3.0281
C 1.6148 1.5337 -1.3743
C 2.8898 0.6725 -1.9328
H -0.9128 -0.8464 3.6547
H 2.3911 -2.5504 0.8918
H 1.0175 -3.8533 0.6726
H 1.4046 -2.0971 -1.3297
H 0.8395 -0.7510 -0.0715
H -1.4361 -1.8701 0.1907
H -1.0132 -3.1841 -1.0243
H -0.2991 -1.0154 -4.0202
H 0.1355 -2.5311 -3.0539
H -2.8321 -2.3180 -4.2614
H -1.3737 -2.6380 -5.3300
H -0.7594 -4.5773 -3.2908
H -1.6303 -4.8695 -4.8911
H -5.8542 0.8666 -1.6359
H -4.4355 1.5378 -2.6847
H -5.4157 3.4456 -1.4406
H -3.7905 3.1461 -0.6270
H -5.1768 -1.5482 0.7649
H -3.3565 -1.7268 1.3596
H -2.8726 1.1178 1.9547
H -2.1976 0.7469 -2.5672
H 0.1908 3.4822 -4.0254
H 0.2755 3.8992 -2.2366
H -2.1211 4.0377 -4.0784
H -2.5671 2.8738 -2.6394
H -1.9263 4.5691 -2.3331
H 1.9867 2.6370 -1.3959
H 1.3915 1.3175 -0.2678
H 3.7735 0.9965 -1.2478
H 2.7400 -0.4537 -1.8127
H 3.1999 0.9933 -2.9958
C 6.9692 0.1695 1.6102
C 6.3997 1.3550 0.8565
O 5.0660 1.0788 0.4449
H 6.9591 -0.7252 0.9819
H 7.9961 0.3660 1.9282
H 6.3639 -0.0547 2.4937
H 6.9940 1.5617 -0.0362
H 6.3952 2.2522 1.4835
H 4.5446 0.9057 1.2413
C 6.7480 6.3211 -0.4584
C 6.7650 4.9167 0.1115
O 8.0646 4.3514 -0.0156
H 7.0396 6.3110 -1.5121
H 5.7534 6.7654 -0.3718
H 7.4657 6.9600 0.0651
H 6.0630 4.2769 -0.4277
H 6.4854 4.9206 1.1699
H 8.6781 4.9181 0.4715
C -8.1788 -5.2316 -1.3704
C -6.8484 -5.3962 -0.6627
O -5.9874 -6.2324 -1.4252
H -8.6555 -6.2040 -1.5225
H -8.8527 -4.5948 -0.7918
H -8.0380 -4.7871 -2.3602
H -6.9908 -5.8602 0.3159
H -6.3601 -4.4275 -0.5178
H -5.8593 -5.8102 -2.2868
C -0.1810 2.9034 3.6508
C -0.1630 4.0657 2.6775
O -0.8112 3.7009 1.4672
H 0.3183 2.0323 3.2172
H 0.3200 3.1687 4.5855
H -1.2089 2.6028 3.8754
H 0.8650 4.3487 2.4387
H -0.6721 4.9381 3.1006
H -1.7226 3.4599 1.6850
C 2.2432 -3.8587 5.1887
C 3.4752 -2.9953 5.3675
O 4.0766 -2.7330 4.1056
H 2.5039 -4.8045 4.7056
H 1.7734 -4.0726 6.1523
H 1.5150 -3.3590 4.5439
H 4.2118 -3.5034 5.9945
H 3.2191 -2.0414 5.8398
H 3.4206 -2.2753 3.5604



Record 4
ORCA calculation (the ωB97M-V functional and the def2-TZVPD basis) on a 4-piece molecular cluster, C28H61BN3O6 overall in a non-equilibrium geometry.

The value obtained for the molecular weight is 546.623 g mol⁻¹. For the max |F|, the calculation gives 5.96 eV/A. As for the total charge: -1.

Geometry (Å):
N 1.0407 1.2128 0.2609
C -0.2955 1.4819 0.9199
C -1.4183 0.3829 0.4462
O -0.9391 -0.7665 -0.3380
O -2.3300 1.2006 -0.4134
B -3.7510 0.8680 -0.0809
N -4.0873 -0.2283 -1.0936
O -3.8396 0.1041 1.2027
C -2.4547 0.1539 1.6981
C -2.0712 -0.8909 2.9033
C -2.0255 -2.4849 2.4049
C -0.8869 -3.3210 3.2337
C -0.7887 -4.9162 2.8798
C -1.9098 -5.4747 1.8248
C -2.0517 -7.1348 1.9729
C -1.3767 -7.9597 0.7282
C 0.2512 -8.2455 0.9333
C 1.1020 -7.4449 -0.2400
C 2.1327 -6.3812 0.4921
C 1.7884 -4.8815 -0.0776
C 2.8644 -4.4721 -1.2522
N 2.4952 -3.0842 -1.7286
C 1.4109 -2.8100 -2.7506
C 1.3950 -1.1804 -2.9646
C 2.5647 -0.5727 -1.9877
C 3.2139 -1.8574 -1.2029
H 0.9349 1.3722 -0.7849
H 1.3572 0.2126 0.4356
H -0.1498 1.3958 2.0847
H -0.6150 2.5679 0.6196
H -1.7090 -1.3394 -0.6540
H -4.5739 1.6788 -0.3034
H -4.9805 -0.7147 -0.8549
H -4.0812 0.1341 -2.0725
H -2.4284 1.2253 2.2205
H -1.0827 -0.5858 3.4976
H -2.9438 -0.8199 3.7106
H -3.0941 -2.9410 2.6797
H -1.9218 -2.5951 1.2447
H 0.1506 -2.7874 3.0118
H -1.0937 -3.2323 4.3938
H -0.8697 -5.5297 3.8731
H 0.2963 -5.1326 2.4338
H -1.5843 -5.2206 0.7049
H -3.0006 -5.0641 1.9950
H -1.6486 -7.5391 2.9939
H -3.2149 -7.3959 1.9551
H -1.6128 -7.5046 -0.3422
H -1.8717 -9.0454 0.7110
H 0.6284 -8.0341 2.0206
H 0.4499 -9.4034 0.7365
H 1.7571 -8.1764 -0.9166
H 0.3757 -6.8968 -1.0076
H 3.2195 -6.6559 0.1379
H 2.0085 -6.3587 1.6606
H 1.8810 -4.0365 0.7586
H 0.7093 -4.7867 -0.5681
H 3.9338 -4.5034 -0.7773
H 2.8794 -5.2421 -2.1583
H 0.6928 -3.5416 -3.3323
H 0.6917 -0.5495 -3.6615
H 2.8328 0.5803 -1.8627
H 4.0619 -1.8146 -0.3952
C 3.0945 4.2172 3.3150
C 3.1160 4.8668 1.9406
C 1.7091 5.1563 1.4423
O 3.7744 4.0011 1.0195
H 2.5630 3.2593 3.2876
H 4.1132 4.0034 3.6556
H 2.6081 4.8656 4.0505
H 3.6906 5.7985 1.9827
H 1.1285 4.2317 1.3484
H 1.7396 5.6124 0.4469
H 1.1812 5.8329 2.1216
H 3.2711 3.1712 0.9755
C 1.6774 8.6493 -1.4672
C 0.3554 8.1812 -0.8800
C -0.8218 8.8905 -1.5300
O 0.3449 8.4364 0.5222
H 1.8217 9.7229 -1.3016
H 2.5162 8.1394 -0.9814
H 1.7233 8.4525 -2.5429
H 0.2544 7.0991 -1.0169
H -0.7662 9.9727 -1.3666
H -1.7658 8.5527 -1.0890
H -0.8509 8.7009 -2.6075
H 0.4340 9.3949 0.6534
C -0.9871 2.3975 -4.7290
C -0.8534 2.8249 -3.2761
C -1.9188 3.8412 -2.8971
O 0.4369 3.3935 -3.0680
H -0.8646 3.2533 -5.4023
H -0.2065 1.6754 -4.9910
H -1.9639 1.9414 -4.9180
H -0.9337 1.9475 -2.6253
H -1.8293 4.7483 -3.5054
H -1.8027 4.1490 -1.8524
H -2.9235 3.4284 -3.0311
H 0.5171 4.1735 -3.6419



Energy across the listed records, respectively: -50846.78940 -174013.84271 -137094.48527 -47448.20924 eV.